Here is a structure of composition C31H22AsN7O3SW in a non-equilibrium geometry from the Open Molecules 2025 dataset. Energies are from wB97M-V/def2-TZVPD.

Each line ends with the Mulliken charge.
Geometry (Å):
W (-1.63, -0.69, 0.26)  2.29
N (4.71, -5.86, -0.57)  -0.42
C (3.77, -4.92, -0.54)  1.12
C (2.68, -4.95, -1.45)  -0.83
C (1.70, -4.00, -1.40)  -0.70
C (1.79, -2.98, -0.46)  0.25
C (2.84, -2.91, 0.46)  -0.68
C (3.82, -3.86, 0.40)  -0.93
S (0.41, -1.97, -0.17)  1.83
O (0.67, -0.60, 0.36)  -0.58
O (-0.49, -1.68, -1.30)  -0.92
N (-0.62, -2.49, 0.91)  -0.24
C (-0.45, -2.04, 2.20)  0.40
N (0.16, -2.73, 3.12)  -0.62
C (0.13, -2.26, 4.37)  -0.39
C (-0.50, -1.06, 4.68)  -0.85
C (-1.04, -0.33, 3.65)  -0.18
N (-1.01, -0.80, 2.36)  0.24
H (4.67, -6.62, -1.23)  0.21
H (5.47, -5.85, 0.09)  0.21
H (2.63, -5.75, -2.17)  0.34
H (0.85, -4.03, -2.08)  0.54
H (2.86, -2.12, 1.18)  0.52
H (4.64, -3.83, 1.10)  0.34
H (0.64, -2.87, 5.10)  0.48
H (-0.55, -0.70, 5.70)  0.45
H (-1.50, 0.65, 3.77)  0.52
O (-2.95, -1.19, -0.86)  -0.29
N (-2.89, -2.29, -0.04)  -0.71
C (-3.42, -2.06, 1.21)  0.95
C (-3.58, -0.71, 1.62)  -0.23
N (-3.16, 0.33, 1.08)  -0.77
C (-3.67, -3.17, 2.03)  -0.23
N (-3.83, -4.07, 2.72)  -0.35
C (-1.92, 6.35, 0.33)  -0.52
C (-1.21, 5.80, 1.39)  -0.83
C (-0.94, 4.45, 1.42)  -0.22
C (-1.38, 3.63, 0.36)  0.97
C (-2.06, 4.19, -0.71)  -0.14
C (-2.33, 5.55, -0.72)  -0.91
As (-0.83, 1.64, 0.54)  0.15
C (0.94, 2.00, -0.33)  0.98
C (2.05, 2.57, 0.27)  -0.83
C (3.23, 2.68, -0.46)  -0.80
C (3.29, 2.22, -1.77)  -0.90
C (2.18, 1.64, -2.37)  -1.13
C (0.99, 1.52, -1.65)  0.62
C (-0.29, 1.05, -2.18)  1.01
C (-0.56, 0.82, -3.53)  -0.88
C (-1.86, 0.71, -3.98)  -0.92
C (-2.93, 0.88, -3.10)  -0.80
C (-2.70, 1.06, -1.74)  0.51
C (-1.37, 1.06, -1.26)  0.22
H (-2.15, 7.41, 0.32)  0.41
H (-0.89, 6.44, 2.20)  0.42
H (-0.40, 3.98, 2.25)  0.36
H (-2.38, 3.57, -1.54)  0.35
H (-2.86, 5.98, -1.56)  0.44
H (1.97, 2.95, 1.28)  0.44
H (4.10, 3.13, -0.02)  0.48
H (4.20, 2.32, -2.33)  0.46
H (2.24, 1.31, -3.39)  0.48
H (0.25, 0.79, -4.24)  0.47
H (-2.05, 0.56, -5.03)  0.48
H (-3.94, 0.89, -3.48)  0.54
H (-3.54, 1.25, -1.06)  0.32

The energy above the lowest of the compared OMol25 structures with the same formula, charge and spin is 119.2 kcal/mol. For the LUMO energy (spin up / spin down), the calculation gives -7.911 / -7.911 eV. The total charge is +2.